Arrangement i

C3H4N8S | ωB97M-V with the def2-TZVPD basis set

The HOMO energy (spin up / spin down) is -8.288 / -8.287 eV. Its frontier orbital gap (spin up / spin down) is 7.359 / 7.358 eV. As for the charge: 0. The LUMO energy (spin up / spin down) is -0.0341 / -0.0342 Ha.

Cartesian coordinates (Å):
C  0.591  0.368  -0.682
C  1.490  -0.636  -0.440
C  -0.992  0.097  1.277
N  0.610  1.202  -1.726
N  -0.429  1.988  -1.584
N  -1.097  1.718  -0.541
N  2.986  -1.124  -2.489
N  2.228  -1.527  -0.135
N  3.519  -2.053  -1.835
N  3.164  -2.285  -0.600
N  -0.507  0.696  0.074
S  3.290  -0.723  -4.037
H  -2.075  0.211  1.306
H  -0.717  -0.958  1.293
H  -0.558  0.593  2.150
H  2.401  0.291  -4.000

---

Arrangement ii

C3H4N8S | ωB97M-V with the def2-TZVPD basis set

The HOMO energy (spin up / spin down) is -7.808 / -7.580 eV. Its frontier orbital gap (spin up / spin down) is 7.137 / 6.905 eV. As for the charge: 0. The LUMO energy (spin up / spin down) is -0.0247 / -0.0248 Ha.

Cartesian coordinates (Å):
C  0.690  0.500  0.893
C  -2.285  -1.706  -0.061
C  0.246  1.783  -1.247
N  1.883  0.366  1.612
N  2.815  1.029  0.924
N  2.329  1.522  -0.137
N  -1.131  -1.137  0.297
N  -2.023  -2.439  -1.109
N  -0.157  -1.492  -0.500
N  -0.790  -2.318  -1.345
N  0.989  1.295  -0.223
S  -0.911  0.293  1.341
H  0.702  1.860  -2.178
H  -3.227  -1.450  0.348
H  -0.870  1.742  -1.254
H  1.739  0.153  2.638

---

Q: Which of them is the most stable? A: arrangement ii.

---

Arrangement i

C4H6N4S | ωB97M-V with the def2-TZVPD basis set

The HOMO energy (spin up / spin down) is -7.615 / -7.611 eV. Its frontier orbital gap (spin up / spin down) is 7.136 / 7.130 eV. As for the charge: 0. The LUMO energy (spin up / spin down) is -0.0176 / -0.0177 Ha.

Cartesian coordinates (Å):
C  1.111  1.567  -2.140
C  -0.141  1.659  -2.588
C  -1.142  1.245  -1.710
C  -0.459  -1.143  2.614
N  -2.198  1.513  -1.103
N  -0.616  0.472  0.531
N  -2.666  1.187  0.109
N  -1.807  0.685  0.851
S  0.423  -0.504  1.176
H  1.875  1.833  -2.797
H  1.212  1.165  -1.172
H  -0.411  1.973  -3.624
H  -0.862  -2.165  2.446
H  -1.225  -0.406  2.733
H  0.055  -1.241  3.497

---

Arrangement ii

C4H6N4S | ωB97M-V with the def2-TZVPD basis set

The HOMO energy is -7.407 eV. Its frontier orbital gap is 7.602 eV. As for the charge: 0. The LUMO energy is 0.0072 Ha.

Cartesian coordinates (Å):
C  0.616  -0.168  0.917
C  0.578  -1.476  0.369
C  -0.002  -1.632  -0.939
C  -0.705  0.579  -0.898
H  1.833  -0.435  2.405
H  0.561  0.650  2.626
H  1.067  -2.262  0.925
H  -1.689  2.448  -0.932
H  -2.057  1.307  -2.254
H  0.244  1.826  0.424
N  1.354  0.344  1.966
N  -0.639  -0.565  -1.509
N  -1.460  1.545  -1.507
N  -0.050  0.892  0.264
S  0.348  -3.053  -1.857

---

Q: Which of them is the most stable? A: arrangement ii.